C10H16N4O | wB97M-V/def2-TZVPD

As for the energy above the lowest of the compared OMol25 structures with the same formula, charge and spin: 9.132 eV. The calculation puts the HOMO-LUMO gap at 9.4 eV. The total energy comes out at -18629.1746 eV.

Last column: Löwdin charge in e.
Cartesian coordinates (Å):
O (-0.605062, 0.931378, -0.754867)  0.108
C (0.466769, 1.039839, -0.237063)  -0.517
N (1.204929, 2.236514, -0.374130)  0.128
C (0.646782, 3.348872, -1.260718)  -0.324
N (1.198886, 4.471664, -1.604897)  0.060
C (0.362372, 5.292667, -2.271214)  -0.217
N (-0.787934, 4.690686, -2.569171)  0.108
N (-0.392641, 3.359479, -2.052236)  0.053
H (-1.065512, 2.643610, -2.103899)  0.105
H (0.619025, 6.178893, -2.607389)  0.051
H (2.178784, 2.657274, 0.099430)  0.234
C (1.400588, 0.326624, 0.569348)  -0.064
H (2.142080, 0.027254, 0.034141)  0.054
H (1.444138, 0.789011, 1.670736)  0.192
C (0.650051, -1.141888, 0.792921)  -0.350
C (-0.844008, -0.847866, 1.639086)  -0.058
C (-1.515625, -2.358837, 1.873343)  -0.194
C (-1.558618, -3.100569, 0.649592)  -0.204
C (-0.010206, -3.413833, -0.014882)  -0.023
C (0.447716, -1.851991, -0.269408)  -0.273
H (1.484369, -2.032010, -0.942044)  0.178
H (-0.178647, -1.230990, -0.941737)  0.126
H (-0.153937, -3.842812, -0.878901)  0.041
H (0.528472, -3.716171, 0.739312)  0.035
H (-1.614322, -4.224011, 0.758121)  0.121
H (-2.159124, -2.745594, -0.019554)  0.045
H (-2.482380, -2.244043, 2.283479)  0.074
H (-0.540585, -2.884376, 2.674724)  0.194
H (-0.737300, -0.264238, 2.542829)  0.088
H (-1.513648, -0.431895, 0.965191)  0.053
H (1.384587, -1.662640, 1.609856)  0.177

Atoms 1-2, force components in eV/Å:
-0.588 -0.803 -0.186
2.238 4.786 -0.404

***

C16H24BFINO15 | wB97M-V/def2-TZVPD

The calculation puts the HOMO-LUMO gap at 9.3 eV. As for the SMILES: O=C1OCCO1.O=C1OCCO1.O=C1OCCO1.O=C1OCCO1.O=C1OCCO1.NCB(F)I. The total energy comes out at -60680.7011 eV.

Last column: Löwdin charge in e.
Cartesian coordinates (Å):
O (-0.863935, 2.980737, -2.226658)  0.104
C (-0.315262, 4.003815, -1.977783)  -0.582
O (-0.352190, 5.108345, -2.757578)  0.065
C (0.227166, 6.192990, -2.017720)  -0.104
C (1.112771, 5.472181, -1.026418)  -0.112
O (0.430024, 4.216888, -0.872128)  0.057
H (0.778257, 6.856892, -2.677470)  0.134
H (-0.574350, 6.754764, -1.534526)  0.133
H (2.111973, 5.286267, -1.415689)  0.129
H (1.195975, 5.983542, -0.074795)  0.114
O (3.656082, 6.791509, 0.048389)  0.161
C (3.754750, 6.676528, 1.224763)  -0.566
O (2.703967, 6.546494, 2.071786)  0.050
C (3.213971, 6.195720, 3.364292)  -0.110
C (4.630485, 6.725986, 3.302838)  -0.113
O (4.923560, 6.652471, 1.902767)  0.069
H (2.617937, 6.654057, 4.148424)  0.132
H (3.176292, 5.111037, 3.474056)  0.136
H (4.702743, 7.766788, 3.622475)  0.133
H (5.336033, 6.128628, 3.873208)  0.133
O (-6.098089, -5.303839, -1.667894)  0.164
C (-5.552443, -4.269391, -1.471910)  -0.577
O (-5.553917, -3.219173, -2.324098)  0.067
C (-4.978794, -2.091696, -1.648200)  -0.103
C (-4.129315, -2.751958, -0.584852)  -0.114
O (-4.830288, -3.984607, -0.359714)  0.033
H (-4.403021, -1.483215, -2.340162)  0.135
H (-5.782027, -1.486278, -1.225791)  0.137
H (-3.120473, -2.981825, -0.933361)  0.138
H (-4.066667, -2.174205, 0.325740)  0.115
O (3.424684, 0.479893, 0.151617)  0.146
C (3.496079, -0.678389, -0.120296)  -0.571
O (2.737691, -1.649160, 0.425347)  0.059
C (2.955549, -2.857901, -0.312024)  -0.106
C (4.322859, -2.620825, -0.914461)  -0.112
O (4.362252, -1.192401, -1.023040)  0.065
H (2.919073, -3.720623, 0.346828)  0.136
H (2.174379, -2.953696, -1.067913)  0.134
H (5.131855, -2.945485, -0.258290)  0.133
H (4.448446, -3.082970, -1.889511)  0.132
O (0.339595, -7.620875, 0.620090)  0.161
C (-0.834786, -7.474587, 0.549665)  -0.577
O (-1.447104, -6.309284, 0.228025)  0.056
C (-2.841320, -6.578175, 0.020061)  -0.113
C (-3.048124, -7.842054, 0.822943)  -0.109
O (-1.749329, -8.448642, 0.778016)  0.060
H (-3.449686, -5.749518, 0.363807)  0.115
H (-3.015577, -6.729221, -1.046847)  0.138
H (-3.305452, -7.639267, 1.863868)  0.133
H (-3.796698, -8.502256, 0.394465)  0.134
N (0.479021, 0.539460, 0.829580)  0.016
C (-0.520925, 0.415982, -0.256255)  -0.253
B (-1.974693, 0.400211, 0.293606)  -0.987
F (-2.539311, -0.649892, 0.773309)  0.153
I (-3.176402, 2.210510, 0.240695)  0.852
H (0.302220, 1.412030, 1.314694)  0.064
H (1.397652, 0.666272, 0.413896)  0.027
H (-0.303564, -0.486611, -0.816789)  0.101
H (-0.439600, 1.248022, -0.947075)  0.052

Atoms 1-2, force components in eV/Å:
-0.112 -0.122 -0.276
0.141 0.160 0.090

***

C2H5BO3 | wB97M-V/def2-TZVPD

As for the energy above the lowest of the compared OMol25 structures with the same formula, charge and spin: 1.330 eV. The calculation puts the HOMO-LUMO gap (spin up / spin down) at 6.1 / 8.5 eV. The total energy comes out at -8969.9083 eV. Its multiplicity is 3.

Last column: Löwdin charge in e.
Cartesian coordinates (Å):
B (-1.452997, 0.008645, -0.049922)  -0.591
C (1.258582, 0.569977, 0.282625)  -0.338
C (0.798995, -0.786742, -0.317550)  -0.092
O (0.552350, 1.554548, -0.161274)  0.052
O (-0.646317, -0.968962, -0.029049)  0.088
O (-2.730251, 0.237599, 0.070199)  0.227
H (1.296299, 0.295870, 1.347171)  0.146
H (2.328008, 0.844593, 0.023080)  0.167
H (0.743369, -1.007678, -1.436496)  0.148
H (1.143378, -1.719320, 0.122148)  0.115
H (-3.291412, 0.971471, 0.149069)  0.079

Atoms 1-2, force components in eV/Å:
-0.502 4.857 -0.583
1.921 -3.325 -0.848

***

C4H14N4 | wB97M-V/def2-TZVPD

As for the energy above the lowest of the compared OMol25 structures with the same formula, charge and spin: 0.603 eV. The calculation puts the HOMO-LUMO gap at 9.5 eV. As for the SMILES: [H]/N=C(\N)[C@H](C)N.CN. The total energy comes out at -10335.2019 eV.

Last column: Löwdin charge in e.
Cartesian coordinates (Å):
H (0.402983, 0.584317, -2.640694)  0.054
N (0.393374, 0.482374, -1.629963)  0.103
C (0.177304, -0.702872, -1.214514)  -0.472
N (-0.230309, -1.752105, -1.991987)  0.130
C (0.194905, -0.911561, 0.289948)  -0.406
C (1.591058, -0.605656, 0.831618)  -0.061
N (-0.246095, -2.203600, 0.775223)  0.030
H (-0.238168, -2.685605, -1.614871)  0.077
H (-0.128635, -1.677388, -2.991256)  0.098
H (-0.501702, -0.140870, 0.690822)  0.120
H (1.908927, 0.372353, 0.483932)  0.068
H (1.575509, -0.630764, 1.918122)  0.078
H (2.303978, -1.352425, 0.482901)  0.079
H (0.395145, -2.944375, 0.509806)  0.072
H (-1.176480, -2.431656, 0.448298)  0.074
C (-1.257788, 2.303661, 0.350028)  -0.232
N (-0.279094, 2.720558, 1.342529)  -0.067
H (-0.686113, 1.854730, -0.533150)  0.051
H (-1.802625, 3.189987, 0.014298)  0.060
H (-2.010847, 1.592405, 0.721448)  0.058
H (0.354820, 1.959056, 1.542819)  0.027
H (-0.740150, 2.979436, 2.214642)  0.057

Atoms 1-2, force components in eV/Å:
-0.193 -0.143 -0.082
0.736 -0.100 -0.089

***

C40H42CeN9O2S2 | wB97M-V/def2-TZVPD

As for the energy above the lowest of the compared OMol25 structures with the same formula, charge and spin: 1.542 eV. The calculation puts the HOMO-LUMO gap at 5.8 eV. The total energy comes out at -94242.8526 eV. The total charge is +3.

Last column: Löwdin charge in e.
Cartesian coordinates (Å):
Ce (5.836259, -8.628893, 20.554271)  1.177
C (2.658260, -12.450547, 15.072310)  -0.024
C (2.996136, -11.407484, 16.072573)  -0.223
C (3.159095, -10.032742, 15.716891)  0.076
C (3.514710, -9.117850, 16.731193)  -0.101
C (3.739061, -7.801929, 16.179046)  0.051
N (3.541632, -6.620458, 16.778182)  0.070
C (2.401278, -6.109399, 17.581750)  -0.158
C (2.804840, -5.040054, 18.503987)  -0.167
C (1.984640, -4.871647, 19.819322)  -0.150
N (2.467387, -5.765562, 20.828255)  0.054
C (2.262733, -5.615018, 22.143821)  0.061
C (2.686528, -6.467951, 23.188204)  -0.130
C (2.199138, -6.138317, 24.455003)  0.047
C (2.609429, -6.839059, 25.599467)  -0.228
C (1.989669, -6.541036, 26.909713)  -0.038
C (3.494568, -7.947599, 25.437485)  0.091
C (4.071675, -8.225473, 24.172615)  -0.109
C (5.095832, -9.207786, 24.060337)  -0.063
N (5.578010, -9.733228, 22.956835)  -0.030
C (6.543188, -10.875123, 23.213536)  -0.192
C (6.457220, -11.983396, 22.203499)  -0.141
C (5.032658, -12.088592, 21.512562)  -0.178
N (4.721252, -11.010697, 20.576439)  -0.010
C (3.873534, -11.458765, 19.673147)  -0.049
C (3.502779, -10.896850, 18.412749)  -0.118
C (3.136138, -11.783094, 17.398692)  0.068
C (3.781618, -9.564807, 18.064153)  -0.225
O (4.246168, -8.739734, 19.004199)  -0.231
C (3.574969, -7.549739, 22.996595)  -0.247
O (4.050192, -7.812937, 21.821272)  -0.247
H (1.978918, -13.140936, 15.582569)  0.097
H (3.489170, -13.011452, 14.635834)  0.106
H (2.058153, -11.942189, 14.319238)  0.093
H (2.958879, -9.721566, 14.711315)  0.131
H (3.903035, -7.792234, 15.096316)  0.157
H (4.153125, -5.869770, 16.454657)  0.164
H (1.888828, -7.002972, 18.063204)  0.159
H (1.618528, -5.753308, 16.933370)  0.137
H (2.536742, -4.122086, 17.915989)  0.148
H (3.857777, -5.077531, 18.768695)  0.075
H (0.862581, -4.985057, 19.768842)  0.159
H (2.127695, -3.801448, 20.107540)  0.148
H (2.882460, -6.620977, 20.482621)  0.122
H (1.584076, -4.759016, 22.446832)  0.181
H (1.390108, -5.403127, 24.563389)  0.141
H (1.292191, -5.726965, 26.785314)  0.083
H (2.707736, -6.282152, 27.686312)  0.098
H (1.464055, -7.398434, 27.320833)  0.098
H (3.720013, -8.607947, 26.318004)  0.158
H (5.456630, -9.563532, 25.079822)  0.162
H (6.199244, -11.295762, 24.202669)  0.134
H (7.585786, -10.462892, 23.256929)  0.132
H (6.646515, -12.907286, 22.786815)  0.135
H (7.222802, -11.848432, 21.391700)  0.114
H (4.289770, -12.083804, 22.328915)  0.139
H (5.023022, -13.036524, 21.007304)  0.114
H (3.270563, -12.373979, 19.983230)  0.176
H (2.837120, -12.768090, 17.618581)  0.129
C (9.694798, -7.238292, 17.828571)  0.006
C (8.980625, -6.455037, 18.815793)  -0.295
N (9.567823, -5.573828, 19.631720)  0.175
N (8.553167, -5.125738, 20.438355)  0.071
C (7.334010, -5.674099, 20.143245)  -0.763
S (5.840566, -5.495141, 20.844773)  0.779
N (7.616805, -6.524070, 19.127160)  -0.099
N (6.716109, -7.349157, 18.441292)  0.068
H (10.687929, -6.751560, 17.711046)  0.122
H (9.218136, -7.265291, 16.837549)  0.101
H (10.012328, -8.295543, 18.153215)  0.107
H (8.699064, -4.443388, 21.196795)  0.189
H (7.311849, -7.823377, 17.702889)  0.151
H (5.921367, -6.807410, 18.093050)  0.098
S (11.050344, -8.869280, 21.688003)  1.156
C (10.253117, -7.994292, 22.959353)  -0.497
C (10.748661, -7.675765, 24.178785)  -0.076
C (9.969723, -6.963875, 25.089205)  -0.055
C (8.692461, -6.525812, 24.758895)  -0.066
C (8.162465, -6.764953, 23.472941)  -0.019
C (8.945804, -7.624052, 22.640340)  -0.278
N (8.438823, -8.309027, 21.486439)  0.027
C (9.413136, -9.006198, 20.916969)  -0.459
C (9.040872, -9.827067, 19.753080)  -0.276
C (9.955222, -10.710919, 19.161913)  -0.037
C (9.533972, -11.676137, 18.247680)  -0.025
C (8.164265, -11.761734, 17.909897)  -0.022
C (7.279180, -10.910010, 18.588709)  -0.120
C (7.656357, -9.928354, 19.472844)  -0.197
H (11.666344, -8.182032, 24.454246)  0.126
H (10.385157, -6.690768, 26.080636)  0.133
H (8.107460, -5.899035, 25.482732)  0.130
H (7.182936, -6.377107, 23.155587)  0.073
H (11.011123, -10.588173, 19.416085)  0.117
H (10.273136, -12.387029, 17.847682)  0.129
H (7.740111, -12.467818, 17.181106)  0.124
H (6.260750, -11.086326, 18.329020)  0.078

Atoms 1-2, force components in eV/Å:
-0.563 -1.006 1.601
-1.209 0.090 0.003